1.
{
  "formula": "C4H9OP",
  "method": "ωB97M-V with the def2-TZVPD basis set",
  "species": ["H", "H", "C", "O", "H", "H", "H", "C", "P", "H", "H", "C", "H", "H", "C"],
  "positions_angstrom": [[-0.345, 1.578, -1.359], [0.051, 1.667, 1.270], [-1.906, -0.617, -0.029], [-2.566, 0.151, -0.628], [-0.259, -1.913, -1.049], [0.435, -2.125, 1.040], [1.723, 0.896, 1.468], [0.565, 0.896, -1.221], [0.938, -1.637, -0.170], [1.374, 1.618, -1.347], [-2.059, -1.798, 0.332], [0.512, 0.041, 0.052], [0.481, 0.248, 2.351], [0.404, 0.239, -2.106], [0.653, 0.757, 1.397]],
  "orbital_gap_ev": [7.6, 8.0],
  "energy_ev": -15625.526,
  "molar_mass_g_mol": 104.1,
  "charge": 0,
  "de_lowest_kj_mol": 396.4,
  "largest_force_ev_per_a": 2.5,
  "homo_energy_ev": [-7.1783, -7.5210]
}

=====

2.
{
  "formula": "C13H74F4NO28",
  "method": "ωB97M-V with the def2-TZVPD basis set",
  "species": ["O", "C", "H", "H", "O", "C", "O", "O", "H", "H", "N", "H", "H", "H", "H", "O", "H", "H", "H", "H", "H", "C", "H", "H", "H", "H", "H", "O", "H", "H", "C", "O", "O", "C", "H", "H", "O", "H", "O", "H", "H", "C", "H", "H", "H", "F", "H", "F", "H", "H", "H", "O", "H", "C", "O", "H", "O", "H", "C", "O", "C", "O", "H", "H", "O", "H", "H", "H", "C", "C", "H", "H", "H", "H", "H", "H", "H", "H", "O", "H", "H", "H", "O", "H", "H", "H", "O", "H", "H", "H", "H", "H", "O", "O", "H", "H", "H", "O", "H", "H", "C", "O", "H", "O", "O", "H", "H", "H", "H", "H", "H", "F", "F", "H", "H", "C", "H", "O", "O", "O"],
  "positions_angstrom": [[-0.481, -2.251, -3.943], [0.425, 0.229, 1.793], [3.015, -2.012, -4.552], [2.433, -2.809, 3.815], [-4.250, 5.263, -6.311], [2.651, 0.318, 0.613], [2.205, 0.164, 6.654], [0.641, -3.429, 7.082], [-5.214, -0.482, 4.512], [2.392, 0.186, 7.599], [1.872, -0.100, -2.935], [-0.304, 4.325, -2.401], [-5.111, 5.676, -6.181], [-0.328, 0.051, 9.292], [-3.667, -7.062, -4.228], [1.052, 1.347, -7.754], [0.349, 2.051, 5.128], [-4.096, -1.528, 2.252], [1.800, -4.565, 5.755], [2.855, 3.667, 0.594], [-3.173, 4.926, -4.631], [3.524, 1.585, 0.483], [2.019, -0.076, -5.097], [4.510, -5.408, -5.194], [0.089, 0.889, -3.225], [0.363, 1.552, -7.112], [-3.968, -2.900, -3.215], [-0.033, -5.678, 1.216], [1.461, -1.028, -2.995], [-4.077, 5.361, -7.253], [-0.359, 0.373, 3.125], [-0.244, -1.304, 5.607], [0.120, -2.585, 0.685], [-1.609, 2.058, 4.133], [-7.977, 0.063, 4.785], [0.948, -2.740, 0.216], [2.861, 2.843, 3.259], [-3.762, -0.029, 4.436], [-7.213, -0.078, 4.217], [-2.639, -0.033, -1.827], [2.549, 3.310, 4.043], [-0.535, 2.675, 5.012], [1.719, -0.665, 6.530], [-7.353, 0.518, 3.471], [-0.694, -6.255, 1.613], [1.652, 5.001, -1.210], [-0.309, -2.200, -4.891], [0.610, 4.422, 0.692], [1.720, -0.102, -6.596], [3.351, -6.078, -4.469], [0.313, 0.534, 3.963], [-4.311, -0.823, 4.503], [-0.228, 3.627, 4.577], [1.426, 2.667, -0.670], [2.275, -2.895, 2.869], [2.549, 2.134, -2.508], [0.330, -0.174, 8.625], [-0.315, -0.928, -8.886], [1.946, 0.102, 2.006], [3.194, -2.384, -3.675], [1.513, 2.234, -2.158], [2.238, 3.732, 6.181], [-0.817, -0.607, 3.282], [1.038, 2.956, -2.841], [-1.353, 1.414, 2.983], [-1.448, 2.533, -3.538], [2.345, 0.763, 2.794], [-3.526, -4.102, -4.042], [2.868, 2.851, -0.143], [0.821, 4.021, -0.606], [-1.764, 2.565, -5.011], [-3.301, -1.437, 0.954], [0.080, -0.056, -10.067], [2.138, -0.933, 2.318], [-0.244, -3.625, 7.410], [-0.320, -2.246, 5.424], [0.456, -6.250, 0.615], [-1.342, -0.065, -7.279], [-3.287, -6.198, -4.415], [3.842, 1.851, 1.493], [2.480, 2.812, 6.364], [0.012, -0.628, 1.256], [-2.653, 4.446, -3.973], [-2.852, 4.888, -3.139], [-2.517, -6.386, -4.962], [-1.440, -0.673, -1.140], [3.734, -5.215, -4.657], [-1.344, -1.831, -3.836], [-0.887, -1.148, 6.308], [1.769, -3.712, 2.793], [2.420, 3.292, 2.524], [0.403, 0.489, -1.496], [-2.187, -0.876, -1.719], [-0.648, -0.226, -9.461], [0.801, 1.846, -8.537], [-0.277, -3.460, 0.764], [3.291, -3.332, -3.825], [2.465, -4.807, 5.095], [4.458, 1.345, -0.041], [-1.028, -0.043, -5.785], [0.848, 0.852, -2.433], [-0.823, -0.520, -6.605], [3.542, 3.219, -0.938], [2.237, -0.556, -5.920], [-3.414, -3.147, -3.962], [0.274, 1.160, 1.233], [1.007, -2.828, 7.741], [1.927, 0.177, -0.188], [-0.991, 2.839, 5.984], [2.624, -0.182, -2.257], [0.369, 0.603, 8.050], [-1.201, 5.235, -0.924], [-1.302, 3.047, -1.243], [2.360, -5.758, 4.989], [2.945, 4.250, 6.580], [-0.518, 4.121, -1.350], [3.348, -0.534, 0.540], [-2.745, 2.161, 4.477], [-1.242, 2.080, -4.364], [-4.155, -1.715, 1.306]],
  "orbital_gap_ev": 3.3,
  "energy_ev": -84371.736,
  "molar_mass_g_mol": 768.7,
  "charge": -1,
  "de_lowest_kj_mol": 0.0,
  "largest_force_ev_per_a": 3.0,
  "homo_energy_ev": -1.9457
}

=====

3.
{
  "formula": "C15H23N4O5P2S",
  "method": "ωB97M-V with the def2-TZVPD basis set",
  "species": ["N", "H", "P", "H", "H", "C", "H", "H", "C", "C", "H", "C", "H", "O", "H", "O", "H", "H", "C", "P", "S", "H", "C", "H", "N", "H", "C", "C", "H", "C", "C", "H", "O", "C", "H", "C", "H", "C", "H", "C", "O", "O", "N", "H", "N", "H", "H", "H", "C", "H"],
  "positions_angstrom": [[2.694, -4.076, 3.876], [-0.162, -1.426, 1.142], [3.401, 1.959, -2.812], [2.372, -4.727, 3.157], [1.215, -2.114, 0.240], [-2.565, 0.957, 0.037], [-5.126, 2.069, -1.611], [3.648, -4.318, 4.152], [0.857, -0.055, -0.225], [0.796, 2.095, -1.983], [0.782, 2.936, -2.673], [1.962, 1.396, -1.818], [-3.891, 3.906, -2.209], [-4.542, 3.737, 0.054], [2.079, -4.135, 4.691], [3.089, -2.309, -2.095], [-3.970, 0.317, 2.856], [-6.277, -1.432, 0.199], [-2.559, 2.065, -0.892], [-4.144, 2.987, -1.163], [-6.359, -1.252, 1.538], [3.024, 0.314, -4.032], [-3.862, 0.587, 0.731], [3.529, -0.409, 3.221], [-1.481, 0.258, 0.261], [-4.406, 1.491, 1.032], [-4.634, -1.543, 2.033], [-0.366, 0.661, -0.426], [3.152, -1.376, -0.044], [1.733, -0.898, 1.922], [2.670, -0.716, 2.658], [3.322, 3.537, -4.158], [3.044, 3.470, -3.229], [-3.706, -0.297, 1.984], [-2.682, -0.645, 2.157], [0.846, -1.228, 0.770], [-4.171, -2.385, 1.506], [2.019, 0.273, -0.899], [4.066, 0.173, -0.320], [3.314, -0.526, -0.703], [3.766, -1.074, -1.941], [4.718, 2.064, -1.876], [3.703, 1.070, -4.061], [2.282, -2.069, -2.577], [-1.521, 2.499, -1.560], [-4.683, -1.853, 3.085], [5.252, 1.306, -2.165], [2.676, -3.114, 3.501], [-0.405, 1.749, -1.303], [-4.498, 0.100, -0.027]],
  "orbital_gap_ev": 6.7,
  "energy_ev": -61528.668,
  "molar_mass_g_mol": 433.4,
  "charge": 1,
  "largest_force_ev_per_a": 1.6,
  "homo_energy_ev": -10.9966
}

=====

4.
{
  "formula": "C4H6N2",
  "method": "ωB97M-V with the def2-TZVPD basis set",
  "species": ["H", "H", "C", "H", "N", "H", "C", "H", "N", "H", "C", "C"],
  "positions_angstrom": [[-1.775, 0.868, -0.360], [1.253, 0.922, 1.605], [-1.073, 0.114, -0.704], [-0.523, -1.960, -0.179], [2.442, -0.826, -1.103], [0.526, 2.061, 0.658], [1.467, -0.346, -0.692], [-1.093, -0.105, -1.769], [0.433, 1.124, 1.039], [-1.177, -0.985, 1.243], [0.262, 0.117, 0.009], [-0.742, -0.985, 0.251]],
  "orbital_gap_ev": 11.1,
  "energy_ev": -7224.263,
  "molar_mass_g_mol": 82.1,
  "charge": 0,
  "smiles": "N#CC1(N)CC1",
  "de_lowest_kj_mol": 128.1,
  "largest_force_ev_per_a": 1.5,
  "homo_energy_ev": -10.1648
}

=====

5.
{
  "formula": "C36H50N6O2PS2SeSiTl",
  "method": "ωB97M-V with the def2-TZVPD basis set",
  "species": ["H", "O", "H", "H", "C", "H", "N", "H", "C", "C", "C", "O", "H", "H", "H", "N", "C", "C", "C", "C", "C", "C", "N", "H", "S", "C", "Si", "C", "H", "C", "C", "C", "H", "H", "C", "H", "H", "C", "H", "C", "H", "N", "H", "C", "H", "C", "C", "H", "H", "H", "C", "H", "Tl", "H", "H", "H", "H", "Se", "C", "H", "H", "H", "H", "C", "S", "H", "P", "H", "H", "H", "H", "C", "C", "N", "C", "C", "C", "H", "H", "C", "C", "H", "N", "H", "C", "H", "H", "H", "C", "H", "H", "H", "H", "H", "H", "H", "C", "C", "H", "C"],
  "positions_angstrom": [[5.904, -5.459, -1.672], [-1.038, 4.122, 1.361], [0.690, -2.920, 0.847], [4.278, 4.113, -1.276], [-4.948, 3.849, -1.501], [3.325, 5.896, 0.204], [-0.245, 2.995, -0.671], [0.799, 2.018, -5.687], [-5.409, -4.020, -1.132], [-3.358, -2.780, -0.759], [-0.508, 3.705, -3.045], [-1.020, 5.437, -0.713], [-5.624, 4.441, -2.111], [6.153, -4.397, -0.267], [-1.796, -0.390, -3.964], [2.577, 2.181, 0.870], [5.424, -4.733, -1.007], [3.347, 2.542, -0.149], [-4.083, -1.885, 0.028], [-5.450, -2.044, 0.225], [-0.047, 2.845, -2.014], [-1.985, -3.061, -3.723], [0.644, 1.555, 2.784], [-3.068, -3.089, -3.600], [-1.157, 4.136, -0.076], [-1.941, -0.709, -2.926], [4.732, -3.242, -1.960], [-2.816, 3.579, -0.437], [-3.515, -4.577, -1.933], [1.169, 2.712, 2.756], [-6.723, 2.063, -1.367], [0.541, 2.277, -4.668], [-3.557, -1.070, 0.514], [0.322, -1.623, -4.027], [-1.450, -4.505, 0.892], [-2.255, -0.741, 4.868], [-1.578, -3.678, 1.597], [-5.364, 2.614, -1.023], [2.593, -4.442, -2.458], [3.130, 4.849, 0.400], [4.618, -5.239, -0.468], [-1.818, 0.165, 4.864], [-1.648, -5.506, -1.720], [-6.118, -3.110, -0.357], [1.868, 5.213, 2.109], [3.377, -3.982, -3.066], [-0.660, -5.187, -1.382], [0.699, -1.369, -2.320], [6.941, -2.298, -2.634], [-1.062, 4.594, -2.790], [2.330, 4.476, 1.465], [0.654, -3.002, -2.980], [0.728, 0.251, 0.260], [3.783, -4.749, -3.736], [-0.844, -5.275, 1.382], [-4.797, 0.910, 0.154], [-1.781, -2.704, -4.740], [4.080, -1.602, -0.657], [-4.047, -3.855, -1.329], [-5.920, -4.863, -1.584], [-7.401, 2.855, -1.690], [6.482, -3.615, -3.738], [-3.014, -0.711, -2.717], [0.959, 1.495, -3.606], [-1.484, -0.514, 2.321], [-3.342, 5.295, -1.582], [-1.549, -2.425, -0.886], [-1.354, 0.438, 5.717], [3.723, 1.729, -0.766], [0.916, 3.451, 3.515], [5.733, -2.010, -3.884], [-0.723, -4.038, -0.376], [-1.328, -2.104, -2.728], [-0.143, 1.315, 3.880], [2.063, 3.124, 1.664], [6.108, -2.752, -3.175], [-0.215, 3.404, -4.355], [-0.570, 4.061, -5.142], [-2.432, -4.927, 0.672], [0.706, -3.643, 0.029], [0.174, -2.024, -3.019], [1.250, -4.529, 0.374], [0.675, 1.752, -2.336], [1.558, 0.604, -3.777], [-4.484, 1.873, -0.233], [2.915, -3.201, -3.675], [-7.171, 1.556, -0.511], [-0.060, -4.929, -2.255], [3.656, 3.866, -0.427], [-1.596, -4.076, -3.647], [-2.543, 1.763, 0.684], [-6.654, 1.332, -2.177], [-0.182, -6.049, -0.904], [1.287, -3.198, -0.779], [-5.987, -1.337, 0.847], [-1.465, 0.032, -2.281], [-1.056, 0.399, 3.722], [-3.218, 2.343, 0.062], [-7.183, -3.239, -0.202], [-3.677, 4.335, -1.211]],
  "orbital_gap_ev": 5.8,
  "energy_ev": -160060.636,
  "molar_mass_g_mol": 1005.4,
  "charge": -2,
  "de_lowest_kj_mol": 47.8,
  "largest_force_ev_per_a": 0.1,
  "homo_energy_ev": -1.8240
}

=====

6.
{
  "formula": "C3H11O4",
  "method": "ωB97M-V with the def2-TZVPD basis set",
  "species": ["C", "H", "H", "H", "O", "H", "H", "O", "H", "C", "C", "O", "H", "H", "H", "O", "H", "H"],
  "positions_angstrom": [[-0.510, 0.598, 1.135], [1.922, 0.379, -2.405], [0.165, -1.647, 2.162], [-1.051, 1.750, -0.220], [1.471, 0.237, -1.570], [-0.438, 0.504, 2.225], [-1.866, -1.002, 0.895], [-0.070, 2.121, -1.642], [0.774, 1.214, -1.724], [-0.828, -0.765, 0.568], [0.205, -1.814, 1.048], [-1.408, 1.590, 0.670], [-0.758, 2.012, -2.287], [0.466, 0.940, 0.735], [-0.184, -2.801, 0.733], [1.512, -1.611, 0.519], [-0.856, -0.614, -0.513], [1.452, -1.090, -0.331]],
  "orbital_gap_ev": 9.1,
  "energy_ev": -11480.074,
  "molar_mass_g_mol": 111.1,
  "charge": -1,
  "de_lowest_kj_mol": 68.2,
  "largest_force_ev_per_a": 1.5,
  "homo_energy_ev": -4.9929
}

=====

7.
{
  "formula": "C10H10ClN2OP",
  "method": "ωB97M-V with the def2-TZVPD basis set",
  "species": ["O", "H", "H", "H", "C", "H", "C", "N", "H", "C", "C", "H", "C", "Cl", "P", "C", "C", "C", "C", "N", "H", "H", "H", "H", "C"],
  "positions_angstrom": [[-3.855, -0.415, 1.521], [3.426, -0.624, -0.561], [-0.779, 3.226, 0.579], [1.631, 3.599, 0.248], [2.386, -0.861, -0.785], [2.306, -1.002, -1.872], [-0.689, 1.132, 0.152], [-1.464, -1.817, 0.399], [-0.505, -1.546, -1.461], [-0.133, 2.399, 0.312], [1.217, 2.610, 0.126], [-2.520, 1.897, 0.668], [-0.376, -1.387, -0.363], [-4.443, 0.248, -1.080], [-2.989, -0.320, 0.187], [1.489, 0.281, -0.383], [1.965, -2.124, -0.102], [0.127, 0.048, -0.183], [0.684, -2.375, 0.086], [-2.082, 1.052, 0.323], [-3.554, -1.180, 2.018], [0.318, -3.266, 0.572], [2.728, -2.821, 0.206], [3.085, 1.699, -0.383], [2.027, 1.549, -0.224]],
  "orbital_gap_ev": [7.8, 7.8],
  "energy_ev": -37369.868,
  "molar_mass_g_mol": 240.6,
  "charge": 0,
  "smiles": "O[P@]1(Cl)=N[C@@H]2C=CCc3cccc(c32)N1",
  "de_lowest_kj_mol": 50.3,
  "largest_force_ev_per_a": 4.8,
  "homo_energy_ev": [-8.0676, -8.0654]
}